This record from OMol25 describes a single C3H6N2O molecule. The level of theory is the ωB97M-V functional and the def2-TZVPD basis.

Results
Relative energy (zero: lowest compared OMol25 entry of this formula, charge and spin) ... 189.82 kJ/mol
Total energy ... -8234.731 eV
Max |F| ... 0.465 eV Å⁻¹
Gap between HOMO and LUMO ... 10.05 eV

Positions of all 12 atoms, in Å:
C: 1.541 -1.266 0.904
C: -0.320 0.077 0.283
N: 0.976 -0.152 0.156
N: -0.820 0.974 -0.612
C: -2.203 1.094 -0.680
O: -2.790 1.668 -1.564
H: 2.483 -1.579 0.450
H: 0.829 -2.092 0.856
H: 1.704 -1.004 1.953
H: 1.577 0.303 -0.532
H: -0.305 1.396 -1.387
H: -2.673 0.581 0.174


This record from OMol25 describes a single C3H6N2O molecule. The level of theory is the ωB97M-V functional and the def2-TZVPD basis.

Results
Relative energy (zero: lowest compared OMol25 entry of this formula, charge and spin) ... 145.73 kJ/mol
SMILES ... NC(=O)N1CC1
Total energy ... -8235.188 eV
Max |F| ... 0.457 eV Å⁻¹
Gap between HOMO and LUMO ... 10.41 eV

Positions of all 12 atoms, in Å:
N: -0.208 1.213 -1.663
C: -0.250 1.208 -0.286
O: -0.373 2.228 0.363
N: -0.292 -0.048 0.275
C: -0.002 -0.703 1.496
C: 0.217 -1.367 0.169
H: 0.201 0.456 -2.185
H: -0.137 2.139 -2.055
H: 0.906 -0.502 2.055
H: -0.857 -0.958 2.114
H: 1.250 -1.518 -0.131
H: -0.454 -2.149 -0.153


This record from OMol25 describes a 2-piece molecular cluster, C3H6N2O overall in a non-equilibrium geometry. The level of theory is the ωB97M-V functional and the def2-TZVPD basis.

Results
Relative energy (zero: lowest compared OMol25 entry of this formula, charge and spin) ... 270.09 kJ/mol
SMILES ... N#CC=O.CN
Total energy ... -8233.899 eV
Max |F| ... 1.357 eV Å⁻¹
Gap between HOMO and LUMO ... 7.91 eV

Positions of all 12 atoms, in Å:
N: -0.875 -1.043 -1.822
C: -0.123 -0.206 -1.545
C: 0.811 0.927 -1.672
O: 1.631 1.288 -0.873
H: 0.668 1.386 -2.661
C: -0.638 -0.011 1.568
N: 0.229 -0.936 0.878
H: -1.343 0.567 0.941
H: -0.038 0.709 2.133
H: -1.231 -0.589 2.280
H: 1.136 -0.598 0.601
H: -0.229 -1.493 0.173